DFT (wB97M-V/def2-TZVPD) results for an isolated molecule of C4H4O at a distorted geometry.

Calculated values
SMILES string: O[C@]12[C@@H]3[C@H]1[C@@H]32
LUMO level: 0.8644 eV
energy relative to the best compared isomer or geometry (same formula, charge and spin): 6.4015 eV
HOMO energy: -8.98 eV
gap between HOMO and LUMO: 0.36191 hartree

```
9
Properties=species:S:1:pos:R:3:forces:R:3:mulliken_charge:R:1
O -0.54813 -1.30840 1.59327 -2.761 3.067 -4.710 -0.483
C 0.84332 0.50029 -0.11690 -5.325 -2.158 -1.907 -0.849
C -0.50194 0.97763 -0.37227 0.383 -1.543 1.565 -0.347
C -0.01858 -0.24302 -1.07220 0.809 0.526 2.953 -0.574
C -0.37912 -0.28991 0.33248 1.505 -2.521 3.785 0.351
H -0.29102 -0.70544 -1.91580 -0.352 -1.377 -3.005 0.527
H 0.25370 -1.43168 2.03662 2.383 0.304 0.519 0.299
H -1.10280 1.74912 -0.60523 -1.666 2.377 -0.617 0.537
H 1.74457 0.75140 0.12002 5.024 1.325 1.416 0.541
```
Forces are in eV/Å.


DFT (wB97M-V/def2-TZVPD) results for a cluster of 3 separate species, C35H61F3O9 in total at a distorted geometry.

Calculated values
SMILES string: C#CC[C@](O)(OCCCCCCCCCCCCCCCCCCCCC)[C@H](OC)[C@H](C)F.O=C1OC[C@@H](F)O1.O=C1OC[C@@H](F)O1
LUMO level: 0.6104 eV
HOMO energy: -9.24 eV
gap between HOMO and LUMO: 0.36192 hartree

```
108
Properties=species:S:1:pos:R:3:forces:R:3:mulliken_charge:R:1
F -6.94275 -4.03071 1.93355 0.091 -0.070 -0.030 -0.284
F -2.97980 9.50509 -0.01218 -0.078 -0.052 0.055 -0.286
F 7.42811 0.90445 1.08137 0.511 -0.359 -0.134 -0.329
O -2.90684 8.15352 1.79696 -0.239 0.373 0.258 -0.228
O -2.33769 7.42597 3.85702 0.042 -0.024 -0.049 -0.477
O 5.44066 1.85799 -0.77568 0.018 -0.194 0.249 -0.438
O -2.14337 9.60517 3.32569 -0.141 -0.081 -0.253 -0.324
O -3.31093 -4.00706 4.47722 0.044 0.076 0.118 -0.455
O 4.79610 -1.05002 -1.85198 0.520 -0.411 0.082 -0.260
O -4.88552 -4.02784 2.86695 -0.367 -0.549 0.333 -0.177
O 6.74098 -1.45650 -0.58362 0.199 -0.430 -0.413 -0.661
O -5.42110 -4.62584 4.96261 -0.027 0.028 -0.301 -0.355
C -2.44811 8.30560 3.07471 0.179 -0.232 0.228 0.625
C -2.72802 -3.95203 -0.73825 -0.094 -0.201 0.552 -0.358
C -6.13405 -4.69622 2.79677 -0.089 0.454 -0.246 0.269
C -6.63840 -4.60520 4.21373 -0.252 -0.193 0.317 -0.457
C -0.27140 -4.23138 0.99417 0.480 0.385 0.742 0.003
C -2.29649 0.94569 -1.50903 0.547 -0.060 0.016 -0.010
C 3.87664 -3.51991 -0.79517 -0.445 -0.773 -0.007 0.002
C 6.86315 0.10170 -2.36607 0.872 -0.073 0.258 -0.346
C -3.22539 9.44891 1.32108 0.259 -0.211 -0.348 0.328
C 6.12141 0.49920 1.12932 -1.302 1.817 0.688 0.568
C -2.14675 5.13999 0.03019 1.614 -0.336 -0.188 -0.100
C -1.86554 4.24802 1.25974 -0.851 0.157 -0.130 -1.048
C 5.96158 -0.51084 -1.27720 0.166 0.942 0.634 0.898
C -4.93563 -2.58695 -1.17082 0.248 -0.057 -0.846 -0.717
C -4.10600 -3.86070 -1.44779 0.282 0.045 0.662 -1.201
C -2.00823 3.46565 -1.91991 1.300 0.509 0.142 -0.710
C 2.38331 -3.61849 -0.40537 0.899 0.728 0.957 -0.805
C -1.28741 2.11901 -1.66775 -1.167 -0.368 -0.012 -0.777
C 2.24170 -3.82934 1.11651 -0.473 -0.086 -0.176 -0.854
C -2.27831 10.32640 2.09862 0.074 0.406 0.185 -0.444
C -3.23900 -1.23302 -2.57380 0.214 0.794 -0.308 -0.334
C -4.19296 -1.24336 -1.37690 -0.596 -0.377 -0.038 -0.558
C -1.31193 4.66210 -1.19272 -1.031 -0.164 -0.006 -1.013
C -2.66400 -3.30061 0.66101 0.012 -0.157 0.108 0.586
C 4.33717 2.10682 -1.61099 -0.354 0.698 -0.313 -0.717
C 8.93123 1.56867 -1.51841 0.281 -0.526 -0.742 -0.035
C -4.42729 -4.19816 4.14221 0.302 0.156 0.183 0.507
C -2.52814 0.13563 -2.79764 -0.307 0.287 0.435 -0.830
C 5.37579 1.48781 2.06041 0.020 -0.613 -0.253 -1.461
C 5.43793 0.55710 -0.23608 -0.126 -0.789 -0.683 -0.875
C 0.86381 -3.43833 1.67827 -0.012 -0.748 0.260 -0.729
C -1.65799 -3.97468 1.62451 -0.368 0.087 -0.439 -0.828
C 5.00974 -2.17182 -2.70628 -0.685 -0.260 -0.896 -0.768
C 4.06997 -3.33183 -2.31728 0.155 0.555 0.697 -0.754
C 8.06901 0.80403 -1.85891 -0.887 0.485 -0.171 -0.822
H -1.92433 0.28231 -0.71766 -0.013 -0.049 -0.170 -0.030
H 3.38953 1.72604 -1.20748 0.186 -0.099 0.118 0.324
H 4.37673 -4.43904 -0.45994 0.021 0.120 -0.065 0.450
H -2.04097 -4.92998 2.00259 -0.178 0.121 -0.173 0.281
H -0.84719 3.85523 1.25786 -0.007 0.175 0.030 0.274
H -1.97948 3.67982 -2.99226 -0.347 -0.126 0.054 0.333
H -0.63094 1.88611 -2.51265 0.160 0.121 0.219 0.397
H 6.05404 -2.48120 -2.78073 -0.019 0.067 0.467 0.442
H -3.04565 3.44427 -1.57836 0.018 -0.215 -0.185 0.396
H 4.71958 -1.85569 -3.71860 0.179 -0.047 0.094 0.236
H -5.98123 -5.71545 2.43620 -0.067 0.049 -0.127 0.297
H -2.52694 -5.02239 -0.58346 0.072 0.119 -0.157 0.482
H 4.24219 3.19354 -1.69616 0.069 -0.118 0.006 0.312
H -3.12116 0.75690 -3.48178 0.058 -0.089 0.037 0.295
H -2.54971 3.39199 1.27256 0.155 -0.007 0.038 0.203
H -3.83463 -1.41922 -3.47646 0.113 -0.273 0.106 0.205
H 6.20582 -2.21038 -0.32210 -0.217 0.007 0.084 0.533
H -4.28269 9.65227 1.50203 -0.012 -0.004 -0.150 0.248
H 4.44977 1.70987 -2.62737 0.086 -0.137 0.147 0.214
H -2.36790 -2.24518 0.61350 -0.096 -0.091 -0.298 -0.451
H 2.38698 -4.89399 1.34521 0.120 0.115 -0.010 0.264
H 0.86296 -3.73018 2.73816 -0.063 0.184 -0.075 0.314
H -3.24575 1.34733 -1.13926 0.079 -0.108 -0.002 0.302
H 4.42785 1.00232 2.32093 0.009 0.328 0.105 0.337
H -1.19112 5.50225 -1.88284 0.049 -0.094 0.017 0.368
H -5.36749 -2.65701 -0.16903 0.102 0.197 -0.039 0.133
H 0.67759 -2.35839 1.66889 0.074 -0.052 -0.289 0.300
H -0.02278 -5.28983 1.14059 0.021 0.075 -0.283 0.238
H -7.16832 -3.66950 4.39948 0.043 0.045 -0.180 0.287
H -3.20293 5.15031 -0.24574 0.030 0.190 0.192 0.369
H -5.78649 -2.59577 -1.86565 0.047 -0.122 0.123 0.470
H -1.30462 10.40641 1.61248 -0.071 -0.115 -0.135 0.283
H 5.18926 2.43756 1.56039 0.030 -0.064 0.043 0.314
H 7.23709 -0.69185 -3.02161 -0.227 -0.145 0.172 0.436
H 1.96237 -2.62563 -0.61872 -0.294 -0.307 -0.328 0.363
H -0.22518 -4.02111 -0.07641 -0.291 -0.089 0.073 -0.105
H -3.67604 -3.30753 1.08946 0.470 -0.018 0.039 -0.054
H 3.02278 -3.28215 1.65640 -0.016 0.014 -0.138 0.362
H 5.95100 1.66268 2.97059 -0.024 -0.104 -0.062 0.430
H -1.59735 -3.33147 2.50825 0.258 -0.131 -0.051 0.530
H -1.55456 -0.00365 -3.27879 -0.129 -0.173 -0.037 0.331
H -1.89599 -3.58062 -1.34064 -0.246 0.003 -0.159 0.207
H -1.79957 6.15322 0.25467 -0.366 -0.001 0.062 0.080
H 6.01132 -0.47839 1.59848 0.440 -0.228 -0.404 0.283
H 9.83133 2.13545 -1.47635 -0.108 0.083 0.437 0.492
H 3.09071 -3.10123 -2.74861 0.093 -0.201 -0.040 0.476
H -3.95945 -4.04617 -2.51572 -0.119 0.178 0.034 0.346
H -2.46250 -1.99817 -2.53187 -0.216 -0.085 0.224 0.097
H 4.28806 -2.70921 -0.18644 -0.001 0.075 -0.291 -0.172
H 4.38418 0.28721 -0.05019 0.197 -0.209 0.097 0.423
H 6.27898 0.76108 -3.00822 0.056 0.144 0.219 0.340
H -4.69673 -4.70395 -1.06484 -0.012 0.078 -0.193 0.463
H -2.67176 11.32498 2.27391 -0.014 -0.075 0.208 0.276
H -0.32018 4.35351 -0.84693 -0.019 0.172 -0.119 0.429
H -3.73282 -0.95816 -0.43118 0.254 0.042 -0.222 0.251
H -0.68681 2.16431 -0.75499 0.007 0.161 -0.141 0.377
H -7.28012 -5.43857 4.49004 0.172 -0.054 0.120 0.289
H 1.86898 -4.40962 -0.95180 -0.019 0.184 -0.150 0.449
H 4.44584 -4.26715 -2.73639 -0.123 0.143 -0.255 0.331
H -4.96320 -0.48803 -1.58696 0.134 0.025 0.196 0.563
H -2.03962 4.81521 2.17878 0.078 -0.174 -0.012 0.326
```
Forces are in eV/Å.